[1]
The following is a quantum chemistry calculation of an isolated molecule of C18H22N2O5S at a distorted geometry, from the OMol25 dataset.

Values from the calculation:
SMILES = COc1ccc(S(=O)(=O)N2CCC(C(=O)NCc3ccco3)CC2)cc1
charge = 0
orbital gap = 9.26 eV
HOMO level = -8.7 eV
energy relative to the best compared isomer or geometry (same formula, charge and spin) = 29.1 kcal per mole

Structure (XYZ):
```
48
Properties=species:S:1:pos:R:3:nbo_charge:R:1
C 2.280 -1.778 0.735 0.26
H 0.387 -2.348 2.785 0.39
H -2.831 2.145 1.309 0.24
C 3.172 2.556 -2.827 -0.26
N -2.737 0.253 0.539 -0.67
H -1.437 -0.869 -2.648 0.24
C -2.015 -0.996 0.577 -0.24
H 1.860 -3.139 -2.200 0.23
O -3.729 -0.317 -1.683 -0.94
C -1.386 -0.541 2.955 -0.31
C 0.096 -0.325 2.637 0.69
C 0.491 2.396 -1.929 -0.32
C 2.211 -1.471 2.200 -0.27
C -2.153 0.781 2.854 -0.40
H -1.667 1.540 3.467 0.23
H -3.172 0.632 3.212 0.21
O -3.793 2.019 -0.891 -0.94
H -1.319 3.020 -0.955 0.24
H 3.313 -0.833 -2.103 0.21
C -0.811 2.230 -1.486 -0.17
N 0.842 -1.457 2.677 -0.61
H -3.076 -1.694 2.301 0.22
C 2.837 -1.396 -1.326 0.09
C -0.877 0.032 -2.452 -0.17
H 2.778 -2.203 2.782 0.22
O 0.590 0.760 2.417 -0.63
C -2.038 -1.548 1.999 -0.40
H 4.145 2.358 -3.274 0.20
H -2.521 -1.670 -0.115 0.24
C -2.186 1.272 1.408 -0.25
C 0.412 0.193 -2.911 -0.28
H -1.445 -0.920 3.982 0.23
H 1.004 3.319 -1.715 0.22
C 1.741 -2.794 -0.002 -0.32
H 2.744 3.455 -3.280 0.18
H 1.165 -3.620 0.362 0.22
C 2.107 -2.543 -1.346 -0.32
O 2.388 1.416 -3.102 -0.51
O 2.940 -0.925 -0.073 -0.39
C -1.483 1.052 -1.740 -0.38
H 2.625 -0.473 2.363 0.25
H -1.540 -2.519 2.020 0.20
C 1.116 1.371 -2.636 0.40
H 3.290 2.708 -1.750 0.18
S -3.090 0.776 -1.009 2.34
H 0.906 -0.580 -3.478 0.23
H -0.970 -0.864 0.248 0.19
H -1.166 1.540 1.101 0.21
```

[2]
The following is a quantum chemistry calculation of an isolated molecule of C18H22N2O6S at a distorted geometry, from the OMol25 dataset.

Values from the calculation:
SMILES = COC(=O)c1cc(S(=O)(=O)N2CC[C@@H](c3cc(OC)ccc3OC)C2)c[nH]1
charge = 0
orbital gap = 8.53 eV
HOMO level = -8.1 eV
energy relative to the best compared isomer or geometry (same formula, charge and spin) = 64.4 kcal per mole

Structure (XYZ):
```
49
Properties=species:S:1:pos:R:3:nbo_charge:R:1
H -3.229 -4.354 -1.077 0.20
H 2.525 -2.713 0.962 0.22
C -3.609 -1.781 -0.632 0.76
C 1.456 -0.942 0.384 0.34
O 5.186 0.778 -0.261 -0.49
C -0.555 3.047 -1.631 -0.24
C -3.105 0.735 -0.540 -0.20
H -4.935 -4.063 -0.686 0.20
H -0.065 2.365 1.521 0.23
H -0.506 0.584 -0.072 0.25
C 3.861 -1.160 0.416 -0.30
H 6.449 -0.815 -0.682 0.17
O -2.139 3.763 1.769 -0.94
S -2.225 3.300 0.416 2.35
C -3.255 -0.525 0.014 -0.02
C 6.378 0.066 -0.036 -0.25
H 1.243 3.018 0.510 0.20
C 2.852 0.902 -0.262 -0.19
C -2.710 1.587 0.501 -0.45
H -2.379 1.152 2.642 0.24
O -3.881 -1.924 -1.796 -0.57
C -3.922 -4.081 -0.279 -0.26
H -1.553 3.024 -2.065 0.23
N -0.681 3.327 -0.210 -0.65
H -3.268 0.999 -1.563 0.25
C 0.276 2.507 0.497 -0.22
H 0.460 -3.421 0.152 0.18
C 0.206 1.713 -1.762 -0.42
O -3.074 3.990 -0.507 -0.93
O 0.176 -1.406 0.564 -0.53
H 7.184 0.756 -0.280 0.20
O -3.583 -2.809 0.254 -0.53
C 2.596 -1.694 0.617 -0.28
H 4.719 -1.783 0.610 0.22
H 1.186 1.876 -2.208 0.21
C 4.000 0.146 -0.027 0.27
H 0.000 3.865 -2.098 0.21
H -0.333 0.996 -2.378 0.22
H 0.399 -2.993 1.886 0.17
C -0.002 -2.761 0.894 -0.25
C 0.356 1.203 -0.318 -0.27
H 6.471 -0.242 1.011 0.17
H -3.004 -1.217 1.983 0.44
C -2.636 0.832 1.653 0.01
H 2.982 1.915 -0.609 0.21
H -1.079 -2.925 0.894 0.20
N -2.968 -0.435 1.349 -0.46
C 1.588 0.384 -0.064 -0.07
H -3.854 -4.786 0.546 0.20
```

[3]
The following is a quantum chemistry calculation of the ion C18H23 with charge +1 at a distorted geometry, from the OMol25 dataset.

Values from the calculation:
charge = +1
orbital gap = 6.50 eV
HOMO level = -12.2 eV
energy relative to the best compared isomer or geometry (same formula, charge and spin) = 41.7 kcal per mole

Structure (XYZ):
```
41
Properties=species:S:1:pos:R:3:nbo_charge:R:1
C -1.900 0.792 0.161 0.61
H -2.077 -3.234 -1.190 0.22
H -1.269 -3.330 1.358 0.23
C 2.145 -0.688 -2.373 -0.15
H -1.489 2.106 4.305 0.23
H 4.298 1.146 0.277 0.23
C -0.907 0.160 -0.720 -0.62
H -3.772 0.003 -0.585 0.30
H 3.667 -0.121 -3.802 0.23
C 4.146 0.542 -1.801 -0.19
H -3.806 0.550 1.130 0.25
H 0.702 2.861 1.355 0.22
C -0.746 -2.824 0.532 -0.15
H 2.155 0.085 0.947 0.21
C 2.484 0.029 -0.105 -0.21
C 0.305 2.439 2.295 -0.66
H -0.813 -1.767 -2.518 0.21
C 1.665 -0.590 -1.064 -0.09
C 3.345 -0.078 -2.755 -0.21
H 5.148 0.913 -2.063 0.23
C 3.692 0.631 -0.478 -0.20
C 0.224 -1.062 -0.700 0.04
H -1.190 2.852 0.154 0.26
H -2.808 2.632 0.870 0.26
C -1.796 2.171 0.773 -0.56
H -0.017 0.840 -0.808 0.29
H -1.431 -0.146 -1.678 0.32
C 0.050 -1.751 0.631 -0.23
C -0.210 -2.193 -1.706 -0.41
C -1.010 -3.229 -0.900 -0.46
H -3.013 1.815 3.224 0.20
H -0.635 -4.238 -1.116 0.24
H 0.822 1.479 2.484 0.23
H 0.571 3.110 3.126 0.25
C -1.178 2.211 2.195 0.02
C -1.933 2.035 3.299 -0.35
C -3.181 0.076 0.349 -0.76
H -2.981 -0.942 0.698 0.28
H 1.576 -1.199 -3.143 0.21
H 0.645 -2.723 -2.201 0.24
H 0.523 -1.363 1.543 0.23
```

[4]
The following is a quantum chemistry calculation of a structure of composition C18H23BCl37N2O2 at a distorted geometry, from the OMol25 dataset.

Values from the calculation:
charge = +1
orbital gap = 8.41 eV
HOMO level = -12.2 eV

Structure (XYZ):
```
83
Properties=species:S:1:pos:R:3:mulliken_charge:R:1
Cl -3.069 3.483 -0.941 0.09
C 2.490 -3.401 10.498 -0.03
Cl -3.576 -1.099 -3.244 -0.04
Cl 4.199 1.081 -3.072 0.00
O 5.351 -2.033 0.399 -0.58
Cl 3.021 6.466 -0.475 -0.13
Cl 2.221 -2.958 3.754 -0.12
C -3.891 -0.923 -1.509 -0.32
C -7.111 -1.733 -5.478 -0.08
Cl 0.721 -3.327 10.433 -0.13
H -4.574 -1.719 -1.200 0.45
C 4.170 -2.343 -2.909 0.28
Cl 1.134 5.820 -2.598 -0.10
C 1.330 6.557 -0.999 0.29
Cl -8.569 1.834 -2.952 -0.10
H 5.350 -0.026 -4.806 -0.08
Cl -2.193 6.014 -2.086 -0.09
Cl 6.224 2.162 -4.865 -0.11
Cl -4.662 1.619 -5.452 -0.03
C 0.495 0.653 -1.606 -0.45
C -3.067 2.381 -5.568 -0.24
H 4.564 -2.670 0.269 0.39
H -7.753 0.991 -0.908 0.02
Cl 3.156 -3.785 8.902 -0.09
H -0.908 4.424 -0.914 -0.42
H 1.844 -0.380 -3.283 -0.29
C 2.172 -1.149 1.538 -0.59
Cl -6.689 -0.819 -4.020 0.01
Cl -4.661 0.636 -1.171 -0.04
H -7.869 -1.172 -6.030 0.33
H -2.967 2.820 -6.564 0.39
C -8.749 1.148 -1.328 0.30
H 0.718 6.000 -0.285 0.05
Cl -1.785 1.175 -5.359 -0.13
C -6.797 5.649 -1.356 -0.07
Cl -9.628 2.269 -0.274 -0.13
Cl -5.917 4.122 -1.534 0.05
H 7.352 -6.358 13.040 0.29
C 4.923 0.973 -4.686 0.40
Cl -2.388 -1.089 -0.585 -0.10
C 2.536 -3.573 5.385 0.02
Cl 5.588 -2.538 -3.953 -0.13
Cl 3.690 1.207 -5.937 -0.10
H 2.324 -1.747 2.538 0.37
Cl 2.143 -2.345 6.600 -0.10
H -7.296 5.647 -0.383 0.30
Cl -5.692 -1.929 -6.522 -0.12
Cl 7.343 -8.321 11.736 -0.12
H 0.060 0.004 -3.856 -0.31
Cl 6.518 -5.639 10.956 -0.10
N 1.246 0.020 -0.455 0.49
H 1.896 -4.443 5.555 0.34
Cl -9.578 -0.416 -1.401 -0.12
Cl 0.775 8.239 -1.016 -0.10
Cl 4.225 -4.084 5.541 -0.10
Cl -2.906 3.674 -4.368 0.00
H 1.273 -2.459 -1.992 -0.03
B 4.788 -0.678 0.734 0.50
H 2.864 -2.420 10.801 0.30
Cl 3.491 -3.922 -2.478 -0.14
Cl 0.987 2.428 -1.916 0.02
H -0.329 -0.935 1.085 0.31
Cl 5.097 -7.041 13.077 -0.12
C 0.716 -0.333 -2.918 1.08
H -0.085 -2.460 -3.344 0.29
N 3.246 -0.592 0.630 0.32
H -0.656 0.652 -1.289 0.16
Cl 4.591 -1.428 -1.451 0.06
H -0.484 -1.835 -1.516 -0.06
H 3.382 0.665 -1.484 0.08
Cl -5.678 7.022 -1.407 -0.12
H 3.411 -1.781 -3.461 0.00
Cl -2.044 5.589 0.791 -0.13
O 5.642 0.471 1.113 -0.50
C -1.919 4.824 -0.802 0.52
Cl -7.789 -3.313 -5.048 -0.12
Cl -8.033 5.806 -2.616 -0.12
C 2.772 0.152 -0.626 -0.33
C 0.782 -0.720 0.781 -0.03
C 6.669 -6.783 12.300 0.05
Cl 3.019 -4.595 11.696 -0.06
H 6.484 0.497 0.539 0.34
C 0.322 -1.862 -2.396 -0.31
```

| no. | E_LUMO (eV) | E (eV) |
| --- | --- | --- |
| 1 | 0.57 | -43075.46579 |
| 2 | 0.38 | -45122.63028 |
| 3 | -5.68 | -19028.82157 |
| 4 | -3.79 | -490105.63172 |